This record from the Open Molecules 2025 dataset describes CH6N4O in the gas phase at a distorted geometry. The level of theory is ωB97M-V with the def2-TZVPD basis set.

Output
LUMO energy = 0.659 eV
max |F| = 1.8 eV/A
highest occupied orbital energy = -0.3499 Eh
energy = -335.91922 a.u.
structure (SMILES) = NNC(=O)NN

CARTESIAN COORDINATES (ANGSTROEM)
N 2.192 -0.198 -0.015
N 0.813 -0.269 -0.027
C 0.081 0.910 -0.013
O 0.529 2.041 0.020
N -1.302 0.737 -0.092
N -2.035 -0.417 0.022
H 2.547 -0.563 0.861
H 2.552 -0.749 -0.839
H 0.300 -1.173 -0.025
H -1.827 1.614 -0.121
H -1.881 -1.101 -0.748
H -1.968 -0.831 0.976

Charges in e, computed with Löwdin, in the same order as the atoms: number 1, N, carries 0.01; number 2, N, carries -0.07; number 3, C, carries -0.55; number 4, O, carries 0.04; number 5, N, carries -0.07; number 6, N, carries -0.03; number 7, H, carries 0.08; number 8, H, carries 0.11; number 9, H, carries 0.13; number 10, H, carries 0.14; number 11, H, carries 0.09; number 12, H, carries 0.10

---

This record from the Open Molecules 2025 dataset describes CH6N4OS2 in the gas phase at a distorted geometry. The level of theory is ωB97M-V with the def2-TZVPD basis set.

Output
LUMO energy = 0.309 eV
max |F| = 5.0 eV/A
highest occupied orbital energy = -0.3227 Eh
energy = -1132.23412 a.u.
structure (SMILES) = N=[S@](N)(=O)NC(N)=S

CARTESIAN COORDINATES (ANGSTROEM)
N 2.209 -0.052 -1.738
S 0.787 -0.450 -0.443
N 1.388 -0.386 1.117
O 0.029 -1.662 -0.551
N -0.251 0.867 -0.421
C -1.460 0.926 0.247
N -2.088 -0.239 0.423
S -2.058 2.374 0.725
H 2.041 -0.769 -2.433
H 1.682 -1.305 1.417
H 2.131 0.289 1.216
H 0.192 1.751 -0.625
H -1.643 -1.100 0.137
H -2.958 -0.244 0.928

Charges in e, computed with Löwdin, in the same order as the atoms: number 1, N, carries -0.20; number 2, S, carries 0.77; number 3, N, carries -0.09; number 4, O, carries -0.36; number 5, N, carries -0.16; number 6, C, carries -1.02; number 7, N, carries 0.10; number 8, S, carries 0.63; number 9, H, carries -0.10; number 10, H, carries 0.07; number 11, H, carries 0.07; number 12, H, carries 0.09; number 13, H, carries 0.07; number 14, H, carries 0.11

---

This record from the Open Molecules 2025 dataset describes a 2-piece molecular cluster, CH6N5O3 overall at a distorted geometry. The level of theory is ωB97M-V with the def2-TZVPD basis set.

Output
LUMO energy = -3.880 eV
max |F| = 5.3 eV/A
total charge = +1
highest occupied orbital energy = -0.5224 Eh
energy = -540.67119 a.u.

CARTESIAN COORDINATES (ANGSTROEM)
C -0.620 1.296 -0.510
N -1.454 0.984 0.307
N 0.306 1.765 -1.030
N 0.758 -0.468 -0.074
N 1.931 -0.078 0.216
N -1.655 -0.412 0.734
O 1.945 0.565 1.433
O 2.944 -0.222 -0.474
O 0.763 -0.972 -1.288
H 0.496 2.067 -1.978
H 2.877 0.852 1.633
H -2.453 -0.885 0.227
H -0.737 -0.825 0.349
H -1.771 -0.628 1.728
H 1.717 -0.946 -1.537

Charges in e, computed with Löwdin, in the same order as the atoms: number 1, C, carries -0.33; number 2, N, carries 0.12; number 3, N, carries 0.27; number 4, N, carries -0.09; number 5, N, carries -0.33; number 6, N, carries 0.18; number 7, O, carries 0.13; number 8, O, carries 0.09; number 9, O, carries 0.05; number 10, H, carries 0.14; number 11, H, carries 0.18; number 12, H, carries 0.20; number 13, H, carries 0.11; number 14, H, carries 0.18; number 15, H, carries 0.12